{
  "formula": "C72H180N12O24",
  "method": "ωB97M-V with the def2-TZVPD basis set",
  "homo_energy_ev": -8.02,
  "spin_multiplicity": 1,
  "total_charge": 0,
  "fmax_ev_per_a": 4.13,
  "smiles": "COCCNCCOC.COCCNCCOC.COCCNCCOC.COCCNCCOC.COCCNCCOC.COCCNCCOC.COCCNCCOC.COCCNCCOC.COCCNCCOC.COCCNCCOC.COCCNCCOC.COCCNCCOC",
  "symbols": ["C", "O", "C", "C", "N", "C", "C", "O", "C", "H", "H", "H", "H", "H", "H", "H", "H", "H", "H", "H", "H", "H", "H", "H", "C", "O", "C", "C", "N", "C", "C", "O", "C", "H", "H", "H", "H", "H", "H", "H", "H", "H", "H", "H", "H", "H", "H", "H", "C", "O", "C", "C", "N", "C", "C", "O", "C", "H", "H", "H", "H", "H", "H", "H", "H", "H", "H", "H", "H", "H", "H", "H", "C", "O", "C", "C", "N", "C", "C", "O", "C", "H", "H", "H", "H", "H", "H", "H", "H", "H", "H", "H", "H", "H", "H", "H", "C", "O", "C", "C", "N", "C", "C", "O", "C", "H", "H", "H", "H", "H", "H", "H", "H", "H", "H", "H", "H", "H", "H", "H", "C", "O", "C", "C", "N", "C", "C", "O", "C", "H", "H", "H", "H", "H", "H", "H", "H", "H", "H", "H", "H", "H", "H", "H", "C", "O", "C", "C", "N", "C", "C", "O", "C", "H", "H", "H", "H", "H", "H", "H", "H", "H", "H", "H", "H", "H", "H", "H", "C", "O", "C", "C", "N", "C", "C", "O", "C", "H", "H", "H", "H", "H", "H", "H", "H", "H", "H", "H", "H", "H", "H", "H", "C", "O", "C", "C", "N", "C", "C", "O", "C", "H", "H", "H", "H", "H", "H", "H", "H", "H", "H", "H", "H", "H", "H", "H", "C", "O", "C", "C", "N", "C", "C", "O", "C", "H", "H", "H", "H", "H", "H", "H", "H", "H", "H", "H", "H", "H", "H", "H", "C", "O", "C", "C", "N", "C", "C", "O", "C", "H", "H", "H", "H", "H", "H", "H", "H", "H", "H", "H", "H", "H", "H", "H", "C", "O", "C", "C", "N", "C", "C", "O", "C", "H", "H", "H", "H", "H", "H", "H", "H", "H", "H", "H", "H", "H", "H", "H"],
  "coordinates": [[-3.177, -4.341, -4.513], [-1.979, -3.635, -4.675], [-1.613, -3.709, -6.044], [-0.329, -2.924, -6.134], [0.582, -3.388, -5.138], [1.767, -2.587, -4.915], [2.875, -3.077, -5.844], [3.044, -4.528, -5.813], [4.255, -4.995, -6.399], [-3.318, -4.264, -3.406], [-3.080, -5.363, -4.812], [-4.046, -3.899, -4.953], [-2.435, -3.314, -6.720], [-1.546, -4.725, -6.392], [-0.502, -1.786, -6.082], [0.239, -3.120, -7.082], [0.123, -3.638, -4.287], [2.036, -2.785, -3.864], [1.620, -1.507, -4.999], [3.870, -2.700, -5.528], [2.619, -2.920, -6.917], [4.600, -4.491, -7.342], [4.138, -6.079, -6.565], [5.046, -4.772, -5.657], [4.092, 0.419, -4.017], [3.199, 1.440, -3.660], [1.905, 1.224, -4.261], [1.072, 2.408, -3.841], [1.586, 3.619, -4.569], [0.824, 4.860, -4.443], [1.690, 5.964, -5.000], [2.870, 6.130, -4.117], [3.847, 7.032, -4.532], [4.986, 0.468, -3.436], [4.325, 0.450, -5.101], [3.678, -0.556, -3.803], [1.552, 0.286, -3.872], [1.957, 1.145, -5.388], [1.259, 2.551, -2.802], [0.044, 2.341, -4.032], [2.444, 3.844, -4.139], [0.525, 5.154, -3.395], [-0.120, 4.734, -4.943], [1.127, 6.927, -4.925], [1.989, 5.663, -5.994], [4.623, 7.238, -3.759], [3.288, 7.956, -4.711], [4.407, 6.621, -5.320], [-0.536, -6.101, -8.288], [-1.544, -5.275, -8.856], [-1.008, -4.669, -9.993], [-1.969, -3.734, -10.658], [-2.167, -2.700, -9.577], [-3.425, -1.984, -9.679], [-3.572, -0.922, -8.596], [-3.743, -1.602, -7.333], [-3.584, -0.744, -6.198], [-0.324, -6.861, -9.059], [-1.016, -6.672, -7.497], [0.358, -5.628, -7.884], [-0.519, -5.445, -10.700], [-0.190, -3.988, -9.693], [-2.941, -4.257, -10.877], [-1.538, -3.413, -11.574], [-2.131, -3.215, -8.708], [-4.266, -2.684, -9.656], [-3.420, -1.510, -10.713], [-4.498, -0.325, -8.821], [-2.714, -0.281, -8.501], [-3.037, 0.193, -6.367], [-3.150, -1.302, -5.357], [-4.589, -0.396, -5.882], [-5.148, 1.170, 1.062], [-6.181, 0.228, 0.879], [-7.286, 0.484, 1.777], [-8.323, -0.622, 1.660], [-7.998, -1.956, 2.076], [-7.773, -2.933, 0.987], [-7.661, -4.300, 1.635], [-6.486, -4.278, 2.460], [-6.440, -5.289, 3.444], [-4.190, 0.792, 0.627], [-4.931, 1.315, 2.115], [-5.350, 2.176, 0.617], [-7.709, 1.473, 1.528], [-6.858, 0.694, 2.754], [-8.566, -0.574, 0.607], [-9.103, -0.188, 2.260], [-7.298, -2.043, 2.812], [-6.926, -2.681, 0.459], [-8.583, -3.036, 0.296], [-7.632, -5.081, 0.840], [-8.559, -4.440, 2.295], [-6.271, -6.297, 2.953], [-7.390, -5.284, 4.014], [-5.678, -5.149, 4.205], [0.536, -6.073, -3.345], [0.313, -5.109, -2.302], [-0.149, -5.791, -1.126], [-0.401, -4.796, 0.004], [0.889, -4.496, 0.721], [0.883, -3.566, 1.802], [0.228, -4.190, 3.038], [0.314, -3.251, 4.069], [-0.277, -3.636, 5.258], [1.264, -6.743, -3.063], [0.683, -5.659, -4.306], [-0.404, -6.634, -3.488], [0.656, -6.480, -0.754], [-1.093, -6.319, -1.295], [-1.113, -5.086, 0.714], [-0.779, -3.868, -0.483], [1.654, -4.310, 0.053], [0.436, -2.591, 1.563], [1.925, -3.472, 1.991], [0.774, -5.051, 3.375], [-0.822, -4.490, 2.734], [-1.263, -4.192, 5.137], [-0.488, -2.694, 5.773], [0.338, -4.316, 5.803], [-3.847, 4.272, -4.416], [-3.017, 3.210, -3.887], [-3.437, 2.691, -2.587], [-2.879, 3.480, -1.425], [-1.473, 3.119, -1.193], [-0.849, 3.823, -0.074], [0.748, 3.570, 0.008], [1.257, 4.366, -1.079], [2.679, 4.303, -1.169], [-3.841, 5.148, -3.836], [-4.890, 3.937, -4.354], [-3.516, 4.483, -5.438], [-3.220, 1.642, -2.644], [-4.531, 2.743, -2.547], [-3.479, 3.119, -0.573], [-3.139, 4.536, -1.569], [-0.913, 3.353, -2.010], [-1.267, 3.558, 0.856], [-1.003, 4.931, -0.104], [1.054, 2.526, -0.184], [1.156, 3.856, 0.978], [3.010, 3.298, -1.353], [3.030, 4.743, -0.238], [2.913, 5.031, -1.929], [5.931, 0.314, 7.741], [5.314, 1.583, 7.643], [5.222, 2.086, 6.274], [6.467, 2.932, 5.996], [6.535, 4.149, 6.766], [5.501, 5.113, 6.337], [5.896, 5.736, 5.047], [5.838, 4.966, 3.860], [4.518, 4.817, 3.304], [6.730, 0.200, 7.061], [5.109, -0.451, 7.568], [6.254, 0.196, 8.763], [4.330, 2.677, 6.388], [5.116, 1.372, 5.478], [6.495, 3.177, 4.932], [7.385, 2.356, 6.231], [6.448, 3.951, 7.772], [5.529, 5.970, 7.041], [4.470, 4.819, 6.393], [6.910, 6.140, 5.148], [5.270, 6.641, 4.894], [3.960, 4.057, 3.891], [4.644, 4.504, 2.314], [4.031, 5.775, 3.289], [4.679, -3.970, 0.406], [3.933, -3.787, -0.804], [4.117, -4.918, -1.601], [5.379, -4.777, -2.435], [5.486, -3.528, -3.087], [6.831, -2.899, -3.355], [7.307, -3.039, -4.737], [7.723, -4.372, -4.970], [7.859, -4.658, -6.294], [5.734, -3.860, 0.220], [4.471, -4.984, 0.833], [4.362, -3.246, 1.074], [3.196, -4.904, -2.176], [4.116, -5.845, -1.052], [5.221, -5.620, -3.157], [6.202, -5.097, -1.768], [4.861, -2.877, -2.674], [7.507, -3.393, -2.595], [6.702, -1.865, -3.077], [8.083, -2.368, -5.051], [6.504, -2.877, -5.472], [8.142, -5.740, -6.316], [8.625, -3.998, -6.758], [6.952, -4.533, -6.900], [-2.155, 3.889, 6.999], [-2.278, 3.649, 5.592], [-1.295, 4.304, 4.870], [-1.308, 3.675, 3.497], [-1.048, 2.258, 3.596], [0.048, 1.673, 2.848], [0.503, 0.419, 3.509], [0.976, 0.567, 4.899], [2.267, 1.113, 5.098], [-1.993, 4.959, 7.285], [-1.289, 3.294, 7.326], [-3.070, 3.469, 7.486], [-0.278, 4.250, 5.327], [-1.569, 5.332, 4.866], [-0.543, 4.128, 2.900], [-2.240, 3.874, 2.898], [-0.998, 1.864, 4.512], [0.877, 2.418, 2.802], [-0.119, 1.449, 1.734], [1.283, -0.122, 2.983], [-0.467, -0.235, 3.490], [2.990, 0.880, 4.306], [2.622, 0.812, 6.013], [2.221, 2.263, 5.088], [-9.214, -0.480, 4.838], [-7.881, -0.511, 5.328], [-7.489, -1.735, 5.824], [-6.000, -1.656, 5.654], [-5.632, -1.445, 4.200], [-4.380, -1.844, 3.700], [-3.136, -1.100, 4.248], [-3.052, -1.250, 5.611], [-2.140, -0.424, 6.305], [-9.972, -0.856, 5.530], [-9.379, -1.096, 3.953], [-9.370, 0.569, 4.581], [-7.945, -2.567, 5.255], [-7.808, -1.814, 6.928], [-5.499, -2.599, 6.028], [-5.527, -0.931, 6.297], [-5.953, -0.578, 3.843], [-4.382, -1.569, 2.629], [-4.404, -2.922, 3.745], [-3.131, 0.009, 4.051], [-2.213, -1.446, 3.735], [-2.486, 0.632, 6.172], [-1.094, -0.590, 5.909], [-2.146, -0.629, 7.373], [-2.907, -2.305, 0.272], [-2.378, -2.302, -1.010], [-2.417, -0.986, -1.570], [-1.165, -0.813, -2.569], [0.192, -0.459, -2.007], [0.769, -1.421, -1.017], [2.058, -0.957, -0.440], [2.006, 0.319, 0.128], [3.191, 0.652, 0.822], [-3.338, -3.297, 0.469], [-3.766, -1.616, 0.335], [-2.161, -1.973, 1.015], [-2.433, -0.167, -0.802], [-3.341, -0.905, -2.208], [-1.313, 0.106, -3.154], [-1.053, -1.727, -3.154], [0.182, 0.466, -1.604], [1.090, -2.390, -1.447], [0.125, -1.690, -0.142], [2.927, -0.907, -1.182], [2.318, -1.705, 0.344], [2.939, 1.430, 1.539], [3.924, 0.907, 0.016], [3.521, -0.135, 1.509], [1.342, 6.880, 1.846], [1.085, 6.640, 3.228], [1.026, 7.795, 3.992], [0.814, 7.484, 5.441], [1.807, 6.538, 5.996], [1.491, 6.419, 7.371], [2.235, 5.327, 8.070], [1.834, 4.136, 7.550], [2.375, 2.968, 8.278], [0.551, 7.572, 1.508], [1.125, 5.911, 1.442], [2.328, 7.263, 1.705], [0.291, 8.539, 3.637], [1.981, 8.411, 3.903], [-0.256, 7.107, 5.611], [0.840, 8.451, 5.984], [1.651, 5.671, 5.489], [0.441, 6.145, 7.681], [1.780, 7.377, 7.852], [1.934, 5.484, 9.093], [3.338, 5.382, 8.006], [2.126, 2.108, 7.691], [1.920, 2.940, 9.278], [3.428, 3.087, 8.294]]
}